A structure of composition C59H50OP2SSeSiTa in a non-equilibrium geometry, computed with ωB97M-V/def2-TZVPD.

Results
DFT total energy ... -6181.50263 hartree
Molecular weight ... 1157.1 g/mol
Max |F| ... 3.6 eV/A
Charge ... +3
Lowest unoccupied orbital energy ... -9.12 eV
Energy relative to the best compared isomer or geometry (same formula, charge and spin) ... 1.437 eV
Frontier orbital gap ... 5.74 eV
Highest occupied orbital energy ... -14.87 eV

CARTESIAN COORDINATES (ANGSTROEM)
Ta1 0.40 0.51 0.33
O1 -1.45 -0.11 0.55
S1 -1.54 -1.24 -0.54
C1 -2.32 -2.56 0.34
C2 -3.69 -2.59 0.54
C3 -4.34 -3.73 1.02
C4 -3.59 -4.87 1.23
C5 -3.98 -6.26 1.63
C6 -2.65 -7.06 1.64
C7 -1.59 -6.07 1.26
C8 -0.24 -6.18 1.05
C9 0.50 -5.01 0.78
C10 -0.08 -3.75 0.67
P1 1.05 -2.28 0.66
C11 2.01 -2.45 2.20
C12 2.87 -3.51 2.49
C13 3.46 -3.60 3.74
C14 3.18 -2.66 4.72
C15 2.34 -1.60 4.44
C16 1.76 -1.49 3.19
C17 2.09 -2.70 -0.78
C18 1.46 -2.76 -2.03
C19 2.17 -3.09 -3.16
C20 3.53 -3.39 -3.07
C21 4.16 -3.33 -1.84
C22 3.46 -2.97 -0.70
C23 -1.49 -3.66 0.69
C24 -2.19 -4.82 1.05
C25 -2.83 -0.79 -1.70
C26 -3.29 -1.89 -2.39
C27 -4.39 -1.84 -3.25
C28 -5.05 -0.64 -3.37
C29 -6.31 -0.28 -4.09
C30 -6.51 1.23 -3.82
C31 -5.35 1.62 -2.96
C32 -4.99 2.82 -2.41
C33 -3.80 2.88 -1.69
C34 -2.97 1.80 -1.44
P2 -1.42 2.31 -0.60
C35 -0.69 3.57 -1.68
C36 0.32 3.11 -2.54
C37 0.84 3.94 -3.52
C38 0.38 5.25 -3.64
C39 -0.59 5.72 -2.76
C40 -1.13 4.89 -1.80
C41 -2.08 3.10 0.90
C42 -3.08 2.44 1.61
C43 -3.63 3.02 2.74
C44 -3.20 4.27 3.16
C45 -2.18 4.92 2.48
C46 -1.60 4.33 1.36
C47 -3.37 0.51 -1.90
C48 -4.53 0.49 -2.71
H1 -4.29 -1.72 0.29
H2 -5.41 -3.71 1.16
H3 -4.70 -6.69 0.94
H4 -4.45 -6.25 2.62
H5 -2.67 -7.90 0.94
H6 -2.44 -7.49 2.63
H7 0.28 -7.12 1.11
H8 1.57 -5.11 0.68
H9 3.10 -4.26 1.75
H10 4.13 -4.43 3.95
H11 3.63 -2.76 5.70
H12 2.12 -0.86 5.20
H13 1.10 -0.65 2.99
H14 0.40 -2.57 -2.11
H15 1.67 -3.13 -4.12
H16 4.08 -3.68 -3.95
H17 5.22 -3.57 -1.76
H18 3.97 -2.91 0.25
H19 -2.81 -2.85 -2.23
H20 -4.72 -2.74 -3.76
H21 -7.15 -0.88 -3.73
H22 -6.23 -0.49 -5.16
H23 -7.46 1.43 -3.31
H24 -6.52 1.81 -4.74
H25 -5.59 3.71 -2.54
H26 -3.50 3.85 -1.30
H27 0.69 2.10 -2.45
H28 1.60 3.57 -4.20
H29 0.77 5.89 -4.42
H30 -0.95 6.74 -2.85
H31 -1.90 5.27 -1.14
H32 -3.43 1.47 1.28
H33 -4.40 2.50 3.29
H34 -3.65 4.73 4.03
H35 -1.83 5.88 2.82
H36 -0.79 4.83 0.85
C49 2.35 0.42 -0.45
C50 3.56 0.33 -0.28
C51 4.94 0.26 0.06
C52 5.30 -0.56 1.14
C53 6.62 -0.60 1.56
C54 7.58 0.17 0.94
C55 7.23 1.00 -0.12
C56 5.92 1.05 -0.57
H37 4.54 -1.13 1.64
H38 6.89 -1.24 2.39
H39 8.61 0.14 1.27
H40 7.97 1.61 -0.61
H41 5.65 1.68 -1.41
C57 1.64 5.76 1.73
Si1 2.82 4.35 1.42
C58 3.14 3.94 -0.36
C59 4.05 3.91 2.74
Se1 1.13 2.14 1.89
H42 2.21 6.67 1.91
H43 1.02 5.58 2.61
H44 1.00 5.94 0.86
H45 3.60 4.79 -0.87
H46 2.22 3.69 -0.88
H47 3.82 3.09 -0.45
H48 4.75 4.74 2.89
H49 4.62 3.02 2.47
H50 3.55 3.72 3.69